{"formula": "H6O3", "method": "wB97M-V/def2-TZVPD", "smiles": "O.O.O", "energy_ev": -6239.942, "total_charge": 0, "relative_energy_kj_mol": 30.0, "orbital_gap_ev": 11.4005, "largest_force_ev_per_a": 2.67, "species": ["H", "H", "H", "H", "O", "H", "O", "H", "O"], "coordinates": [[2.6106, 1.7337, -0.5504], [-0.9084, 0.3867, -1.5964], [-0.6704, -1.7903, 1.5566], [-0.8534, -0.1293, -0.2244], [-0.4914, 0.5377, -0.7924], [-1.9594, -1.0683, 1.7676], [-1.4274, -1.4293, 1.0846], [1.4126, 0.9087, -0.8074], [2.2876, 0.8507, -0.4374]], "atomic_forces_ev_per_a": [[0.6, 0.7, 0.0], [-1.1, -0.3, -2.4], [0.2, -0.1, -0.1], [-0.2, -0.8, 1.0], [1.3, 1.1, 1.3], [-0.9, 0.6, 0.9], [0.8, -0.5, -0.8], [-1.0, -0.4, -0.1], [0.5, -0.4, 0.2]]}